# C3H3IN2S

C3H3IN2S as an isolated structure (the ωB97M-V functional and the def2-TZVPD basis, the OMol25 dataset).

Output
E_tot = -25074.796 eV
LUMO level = 0.093 eV
maximum force = 0.11352 hartree/bohr

XYZ file:
```
10
Properties=species:S:1:pos:R:3:forces:R:3
N -0.729971 -0.700905 -3.692108 -0.57 -2.32 2.75
S -0.320503 0.814273 -3.886067 0.37 0.44 2.95
H 0.890414 0.500150 0.236950 -0.48 -0.47 -0.09
C -0.693191 -1.038989 -2.353157 0.68 1.31 -2.02
I -1.155789 -3.006861 -1.684854 0.18 0.95 -0.48
C -0.218307 0.046809 -1.478915 -1.58 1.42 -5.44
H 0.169264 -1.111406 0.025802 0.65 -1.85 0.91
C -0.000923 -0.089991 -0.062435 0.96 1.83 1.13
H -0.801757 0.164190 0.630826 -0.30 0.20 -0.40
N -0.042290 1.170163 -2.261131 0.10 -1.49 0.68
```
Forces are in eV/Å.